# 1
78
Properties=species:S:1:pos:R:3:forces:R:3 method="wB97M-V/def2-TZVPD" charge=-1 spin_multiplicity=2 homo_lumo_gap_ev="6.62 / 6.51"
H -2.227487 -1.671446 -6.762011 0.007 -0.002 0.009
H 2.067080 4.390335 2.890951 0.066 -0.009 0.035
H 4.311869 -2.338084 4.082634 0.013 0.001 -0.001
C 0.265180 0.860356 -5.243537 -0.022 -0.039 0.171
C -0.303965 -2.628689 2.805272 0.018 0.180 -0.099
H 2.325129 -0.447494 4.365589 0.012 0.033 0.012
C 2.905976 -2.340250 0.543280 0.190 -0.249 0.100
H -2.131112 -1.946622 -0.049896 0.013 -0.057 -0.059
C -2.645905 -1.794232 2.609459 0.187 0.229 -0.113
H -2.820504 0.630158 -2.511974 -0.045 0.002 -0.030
H 0.253918 4.456880 0.655205 -0.016 0.026 0.000
H -0.977682 3.310632 -0.835894 0.005 0.059 -0.011
Br 1.642881 -3.367312 -3.293673 0.032 -0.030 0.045
H -0.963527 -0.133436 -8.238970 0.000 -0.003 0.005
C 3.840756 -4.516569 0.021267 0.085 -0.316 -0.157
C 2.828260 -0.113767 3.454640 0.015 -0.104 -0.059
C -1.274927 -1.842446 1.916521 -0.309 -0.449 0.173
C 3.678571 -3.462898 0.942725 -0.154 0.238 -0.073
C -0.271480 0.042414 -2.991271 0.035 -0.072 0.294
C 0.313445 3.203605 2.419385 0.205 0.376 0.198
C -0.821184 -0.097714 -7.166543 0.008 0.005 0.026
H -4.308214 2.071689 0.583045 -0.011 0.042 0.019
C -3.658049 2.765812 0.046331 0.189 -0.151 0.034
H 4.789673 -4.263289 2.617034 -0.002 -0.017 -0.037
H -0.103013 -2.041544 3.704176 0.002 -0.057 0.032
H -0.719364 -3.596280 3.094883 0.004 -0.017 -0.037
C 1.833005 3.375969 2.560140 -0.163 -0.088 -0.058
N 2.684082 -1.287682 1.359121 -0.126 0.155 0.207
C 3.937938 -2.364571 3.066289 0.026 -0.095 -0.058
H -1.227597 2.473573 -2.376499 0.023 0.028 0.012
C -0.447036 -0.005362 -4.368303 -0.048 0.022 -0.430
O 1.551366 -1.265012 -1.071860 0.555 -0.690 -0.821
O 0.070131 1.999812 1.737401 -0.601 -0.578 -0.204
Na 0.488116 -0.104841 0.170880 0.410 1.261 -0.160
H -4.273993 3.429739 -0.563487 0.012 -0.001 -0.026
C 4.198765 -3.431997 2.255086 0.019 0.080 0.143
H -1.853219 -3.545428 0.685783 0.013 -0.023 -0.029
H -3.368377 -1.281636 1.968845 -0.047 -0.020 0.064
Ge -1.660361 1.089788 1.802542 0.248 0.224 -0.161
H -4.034685 1.926542 -2.528480 -0.021 -0.027 -0.032
O -0.723976 -0.559726 1.714765 -0.817 0.122 0.880
C -1.531160 -0.961493 -6.331657 -0.010 0.004 -0.094
C 2.260037 -2.261485 -0.759392 -0.015 -0.083 -0.252
H -0.816744 -0.617400 -2.331837 0.022 -0.030 -0.044
H -2.278956 3.833952 -1.930137 0.007 -0.010 -0.041
C -2.671349 1.982093 -0.835316 -0.323 0.198 -0.302
C -0.305204 3.212477 3.828274 -0.012 -0.121 -0.215
C 2.476474 -3.381442 -1.585247 -0.130 0.204 -0.075
H 0.018855 4.089279 4.394206 0.025 -0.001 -0.017
C -0.225517 4.410380 1.634692 0.019 -0.231 0.002
C 3.247187 -4.478685 -1.214337 0.077 0.003 0.192
H -0.028698 5.343924 2.167501 -0.011 0.002 -0.001
H -1.898028 -1.603695 -4.324210 -0.001 0.009 -0.004
H -1.393834 3.221762 3.761067 -0.012 -0.007 0.086
C -1.730833 2.970266 -1.545261 -0.027 -0.170 0.156
H -1.301882 4.312746 1.489298 -0.029 0.029 -0.023
H -2.575426 -1.246883 3.551858 -0.034 -0.033 0.011
H 2.232676 2.666878 3.285654 0.028 0.035 -0.026
C 3.161234 -1.289055 2.580375 -0.051 0.030 -0.087
H -3.006457 -2.804409 2.808481 -0.008 -0.021 -0.013
H -0.486714 -2.611261 0.040190 -0.013 -0.048 -0.019
H 0.641589 -2.789577 2.284627 -0.001 -0.009 0.014
H 0.440510 0.713300 -2.533157 0.036 0.010 -0.103
C 0.078347 0.809663 -6.605722 -0.017 -0.011 -0.090
Br 4.883103 -6.055819 0.479467 -0.052 0.086 0.004
C -3.489587 1.225876 -1.891124 0.124 0.023 0.157
O -1.922084 1.039236 -0.108071 0.392 -0.190 0.571
H 3.732846 0.425847 3.746630 -0.016 0.017 0.017
H -4.202773 0.560091 -1.399900 -0.002 -0.008 -0.021
H -3.122899 3.368055 0.781980 -0.063 0.045 0.034
H 0.965994 1.565891 -4.812661 0.004 -0.008 -0.008
C -1.353367 -0.922796 -4.967901 0.056 0.040 0.156
H 0.637064 1.478288 -7.249894 -0.003 0.003 0.010
H 2.312228 3.195734 1.596164 0.008 0.013 0.006
C -1.445377 -2.540428 0.560054 0.045 0.227 0.127
H 3.363684 -5.302065 -1.905076 0.029 -0.011 0.009
H -0.000301 2.308436 4.360300 -0.015 0.025 0.039
H 2.164891 0.553318 2.909222 -0.039 -0.007 0.043



# 2
76
Properties=species:S:1:pos:R:3:forces:R:3 method="wB97M-V/def2-TZVPD" charge=-1 spin_multiplicity=5 homo_lumo_gap_ev="5.50 / 5.83"
H 2.313280 -0.246420 5.081414 0.098 0.034 -0.006
H -1.822520 2.092280 3.329014 -0.203 0.069 -0.350
Cl 2.629980 -0.137320 -1.899986 3.142 -0.030 -2.400
C 0.340580 -0.191020 2.231114 -0.420 0.135 0.698
H 0.682680 2.468280 2.157114 -0.073 -0.217 0.105
H -2.178520 -3.058020 -4.848086 -0.080 -0.046 0.052
H 2.489880 -0.026520 2.810314 0.931 0.243 -1.040
C -1.015320 1.139980 -4.389286 0.050 0.186 0.360
C -0.706820 -1.283520 -3.034486 -0.065 0.618 -1.386
Pm 0.593280 -0.091720 -0.525886 6.701 0.030 5.712
C 1.676380 -2.981620 0.381714 -0.424 -0.447 -0.634
O 0.868680 3.961880 -1.488086 0.307 0.130 0.069
C 3.050580 2.054580 0.725614 0.020 -0.065 -0.053
H 0.156480 -0.650020 6.165814 -0.071 -0.041 0.132
H -0.430320 3.116580 -5.051286 0.082 0.055 0.036
H 1.496880 -4.108620 2.203014 0.085 -0.066 0.072
H -0.949320 -0.072820 -0.293586 -8.197 0.006 0.470
H 2.908980 3.711180 -1.299886 0.056 -0.050 -0.039
H 3.476680 -1.886620 -0.069686 0.062 0.038 -0.149
H -0.449020 -3.253520 -5.084586 0.078 -0.056 0.033
H -3.381820 2.739080 2.706514 0.302 -0.495 -0.089
C 1.480980 -0.140120 3.102414 -2.032 -0.287 0.574
C -2.605820 1.959280 2.548714 -0.109 -0.280 -0.001
C 1.409980 -0.284820 4.480514 0.385 0.014 0.016
C 2.958080 -2.294420 0.791214 0.034 0.076 -0.055
H -1.342020 -0.061820 -6.119086 -0.018 0.000 -0.124
C -1.123220 -0.067620 -5.058586 -0.027 -0.004 -0.173
H 3.720280 2.757480 1.221214 0.048 0.070 0.094
H -4.839920 1.061780 3.908714 0.362 -0.221 -0.068
C -1.255820 2.412080 -5.150286 -0.058 0.122 -0.179
C -0.832620 -2.584720 -2.289186 -0.230 -0.205 -0.109
C -0.699220 1.124880 -3.023786 -0.090 -0.607 -1.428
H -0.962720 -3.418020 -2.967286 0.053 -0.154 -0.087
C -0.918020 -0.396220 2.918414 1.317 -0.183 0.758
C -0.940320 -0.574920 4.324914 0.170 0.002 -0.639
C 0.204680 -0.514620 5.094114 -0.289 -0.005 0.277
H 2.826680 1.254280 1.422814 -0.021 -0.040 0.054
C 0.273880 -2.915220 -1.378686 0.392 -0.082 0.612
C -1.272420 -2.545120 -5.173786 -0.056 -0.119 -0.181
C 1.022580 3.294080 1.543714 0.047 0.008 -0.035
H -0.002120 -4.024420 1.272814 -0.086 -0.046 -0.084
H 3.550280 1.631180 -0.138686 0.053 -0.047 -0.142
C -1.023520 -1.282120 -4.400686 0.054 -0.171 0.378
N 0.766380 -2.145620 -0.486086 0.716 -7.338 0.955
H 0.548580 -2.616620 2.183714 -0.050 0.139 0.090
H 2.171280 4.884080 -0.169686 -0.008 0.136 0.016
H -1.853220 -0.790020 4.852514 -0.384 -0.082 -0.062
H -1.374320 2.200380 -6.209886 -0.017 -0.032 -0.140
H 2.814280 -3.972720 -1.203186 0.064 0.044 -0.040
H -2.152120 2.119380 1.548514 -0.188 -0.227 0.559
N -3.211420 0.619280 2.628514 -0.438 -0.098 0.426
C 1.940280 -4.143420 -0.575286 -0.210 -0.089 -0.184
C -0.808520 2.417780 -2.261286 -0.234 0.202 -0.135
C 1.784680 2.776480 0.329114 -0.425 0.475 -0.682
O 0.774080 -4.159820 -1.447486 0.336 -0.177 0.041
H -0.966320 3.257780 -2.925186 0.048 0.153 -0.087
H 1.675880 3.931580 2.139214 0.080 0.055 0.077
H -2.735420 -1.465520 2.469714 -0.076 0.625 0.221
H -2.161420 2.925280 -4.823386 -0.079 0.043 0.054
H 0.156480 3.881180 1.240314 -0.087 0.043 -0.071
H -3.317220 0.762080 4.776014 -0.222 -0.266 -0.137
H 2.752580 -1.488620 1.487514 -0.026 0.025 0.064
H 3.603980 -3.016620 1.290714 0.044 -0.076 0.097
C -2.279020 -0.475720 2.249914 -0.147 0.017 0.063
H -2.205520 -0.458620 1.170614 0.411 0.204 -0.210
H -1.393820 -2.322620 -6.230886 -0.018 0.036 -0.137
H -4.245820 -0.620920 4.035514 0.338 0.628 -0.116
C 0.333980 2.733980 -1.391286 0.403 0.052 0.584
N 0.831580 1.957280 -0.507586 1.257 7.266 0.920
C -0.418520 -0.083220 -2.378286 -3.191 0.146 -3.005
C 2.059680 3.917380 -0.649186 -0.197 0.112 -0.158
H 2.006880 -5.106820 -0.081086 -0.011 -0.131 0.023
H -1.739120 -2.537220 -1.676286 -0.033 0.074 0.144
H -1.689420 2.357480 -1.614186 -0.038 -0.079 0.140
C -3.924720 0.435280 3.905314 0.045 0.296 -0.353
C 0.874980 -3.459520 1.586714 0.055 -0.049 -0.007



# 3
87
Properties=species:S:1:pos:R:3:forces:R:3 method="wB97M-V/def2-TZVPD" spin_multiplicity=3 e_above_lowest_kcal_mol=20.35 homo_lumo_gap_ev="3.40 / 3.39"
Ge -1.101322 2.668520 2.687262 0.047 0.185 0.216
H 0.755688 2.715221 -8.075007 0.019 -0.012 0.009
H 4.966139 0.153807 3.115753 0.005 0.004 -0.002
C 0.800280 2.004902 -3.028743 0.194 -0.093 0.165
H 1.796731 -0.037395 -7.070458 -0.029 0.088 -0.010
C -2.340050 3.210540 1.257225 0.060 0.060 -0.030
H 3.068422 0.738677 4.703430 -0.015 -0.003 -0.029
C 4.113488 0.044866 2.447582 -0.029 -0.009 0.092
C 2.925228 0.794346 -3.056395 0.765 -0.421 -0.546
C 2.133798 2.069953 -6.475265 0.050 0.066 -0.033
C -2.263476 -1.520065 -3.716628 0.034 -0.004 0.339
H 8.680097 -0.231374 -7.358150 0.053 -0.032 -0.026
C 0.896521 1.970272 -7.305108 -0.145 -0.013 -0.018
C 1.982821 -1.069329 2.402626 -0.311 0.066 0.005
C -1.121949 4.093067 4.037391 -0.030 0.157 0.139
H 7.125093 0.306965 -8.017286 -0.044 0.015 -0.018
H -1.678340 -2.006100 1.498876 -0.203 -0.041 -0.128
H 3.688238 -0.854907 5.169804 0.019 -0.017 -0.031
C 2.939242 -0.338520 4.565975 0.006 0.069 -0.126
C -0.468438 2.572417 -2.435834 -0.612 -0.281 0.826
H 6.732790 1.227466 -5.866082 -0.034 0.055 -0.047
N 1.084809 -1.867653 3.117706 -0.001 0.122 -0.174
S -0.424253 -1.440802 -1.756040 0.206 -0.425 -0.305
C -2.068910 -1.239968 -2.307443 -0.053 0.010 -0.488
C 3.909546 0.026840 -2.424962 -0.228 0.153 -0.090
Pr -0.377308 0.545706 0.235235 -0.140 -1.121 0.365
O -0.949914 3.566223 -2.952146 0.057 0.092 -0.172
C 7.629358 -2.469654 -6.146535 -0.129 0.110 0.110
H -0.242672 -3.689520 4.162348 -0.017 0.049 0.039
C 0.994800 2.256773 -4.339350 0.380 -0.323 -0.305
H 1.493159 -2.421458 3.845802 0.077 -0.081 0.084
H 0.270258 2.855299 -4.873408 0.018 0.028 0.006
H 3.777760 1.040595 2.135863 -0.003 0.025 0.013
H 7.456616 -3.523563 -6.339446 -0.046 -0.047 -0.009
H 1.071256 2.974446 1.427085 0.006 0.044 0.010
H -1.225135 0.686076 4.326638 -0.045 0.030 -0.048
H 7.343974 -2.101101 -8.219225 0.055 -0.053 -0.131
N -2.356299 -1.745193 -4.843517 0.052 0.034 0.010
C 5.118791 -0.198123 -4.495199 -0.350 0.374 -0.683
S -3.127939 -0.347743 0.110882 -0.258 -0.177 -0.116
N 7.136828 -1.675880 -7.323308 -0.063 0.266 0.539
H -2.731951 2.352837 0.707917 -0.059 0.010 -0.065
C -0.169779 -2.264291 2.656929 -0.042 0.180 -0.120
H 8.052122 0.302458 -5.150393 0.017 0.026 0.006
H -1.616363 -3.598211 3.165203 -0.074 0.024 0.027
H 6.094683 -2.671422 -4.593198 -0.052 -0.050 -0.013
N 6.196728 -0.710387 -5.282058 0.166 0.092 -0.118
N -5.477758 -0.771347 -2.702161 0.103 -0.002 0.060
H 7.550523 -1.831443 -4.073894 0.086 -0.010 0.053
H 2.455104 -0.143235 0.797839 0.084 0.140 0.114
C 1.776761 1.244715 -2.298177 -0.807 0.103 1.436
H 2.595946 0.981508 -8.364035 -0.018 0.030 0.032
N 1.775427 -0.788522 1.177862 0.106 -0.134 -0.202
N 2.044581 1.770721 -5.070275 0.000 0.108 0.121
C 4.981519 -0.435212 -3.138430 -0.063 -0.048 0.428
H -2.151672 4.227980 4.390843 0.175 0.046 0.000
H 4.441920 -0.511676 1.569303 -0.015 -0.021 0.008
C -3.137130 -0.842129 -1.567244 -0.347 0.172 -0.080
N 3.073217 -0.684711 3.149688 0.195 -0.020 0.196
C 7.603728 -0.251606 -7.217016 -0.062 0.006 0.166
H -2.143009 0.308306 2.862150 -0.023 -0.010 0.031
H 3.800104 -0.202725 -1.371942 0.009 0.034 -0.062
H 4.217534 0.711961 -6.208903 0.008 0.007 0.071
H -3.200497 3.738920 1.673850 0.042 -0.034 0.063
N -0.774112 -1.624458 1.743527 0.292 -0.003 0.416
H -1.852356 3.865570 0.532888 -0.007 -0.008 0.022
H -2.839659 1.386838 4.070936 0.067 -0.030 -0.023
H 8.698242 -2.297277 -6.063139 0.064 0.020 -0.041
H 1.262805 1.773417 2.725356 -0.002 0.010 0.043
C -4.434753 -0.798341 -2.212939 0.213 -0.011 0.089
O 1.713540 0.985417 -1.069607 0.369 0.351 -1.206
C -1.906966 1.100933 3.576177 -0.043 -0.040 0.062
C 7.175488 0.239785 -5.805449 -0.013 -0.240 0.010
H -0.014652 1.646536 -6.816763 0.078 -0.017 -0.033
H 2.831219 2.865173 -6.716949 0.009 0.007 0.024
O -0.942401 1.910762 -1.437414 0.292 0.963 -1.005
H 1.949184 -0.588855 4.935640 0.003 -0.012 -0.030
H 6.122971 -1.597599 -7.163209 -0.099 -0.146 -0.216
H -0.767634 5.038752 3.614586 -0.047 -0.110 0.068
C 3.047294 1.058667 -4.437026 -0.434 0.119 0.262
C 6.850423 -1.954060 -4.899749 0.020 0.004 -0.206
N -0.642638 -3.390352 3.291644 0.088 -0.165 -0.060
C 0.592708 2.124606 1.930158 -0.063 0.268 0.296
F 5.938473 -1.150332 -2.498758 0.095 -0.043 0.059
C 4.142136 0.560971 -5.139212 0.478 -0.402 0.032
H -0.485795 3.832491 4.890128 -0.085 0.048 -0.095
C 1.985285 0.953087 -7.469609 -0.021 -0.156 -0.022



Computed maximum force, in the same sequence as the records: 1.34; 8.81; 1.65 eV/A.